Entry 1:
Computed, not measured: a molecular structure, C11H14BN7PbS at a distorted geometry, with wB97M-V/def2-TZVPD.

Results
**Calculated total energy**: -38804.5480 eV
**Largest force on an atom**: 4.96 eV/Å
**Energy above the lowest of the compared OMol25 structures with the same formula, charge and spin**: 17.0 kcal per mole
**Gap between HOMO and LUMO**: 5.418 eV
**Molar mass**: 494.36 g mol⁻¹

The geometry in ORCA input format:
```
! RIJCOSX wB97M-V def2-TZVPD def2/J DEFGRID3
* xyz 2 1
N 4.118 2.370 2.384
H -1.244 -5.325 0.888
C -4.362 0.472 -0.053
C 2.241 -0.788 -0.415
C 3.061 1.959 2.058
N -0.626 -0.080 -2.246
H -2.197 2.234 1.677
C -0.802 -0.059 -4.483
H -5.288 0.068 -0.499
H 1.116 0.557 2.078
Pb 0.268 -0.003 -0.144
C -0.425 -3.224 0.754
C -1.954 -0.686 -3.920
C -4.150 1.519 0.863
H 0.481 -3.262 1.341
H 0.976 0.742 -3.366
N -3.172 -0.076 -0.404
C -2.317 -3.722 -0.324
B -2.802 -1.285 -1.401
C -1.323 -4.277 0.502
C -2.748 1.561 1.037
N -2.156 0.627 0.285
N -1.838 -0.725 -2.571
C 0.010 0.273 -3.378
N -0.859 -2.103 0.156
H 3.153 -0.400 0.025
H -4.905 2.180 1.347
H -0.573 0.141 -5.550
H 2.075 -1.831 -0.132
H -3.228 -4.160 -0.774
N -2.037 -2.415 -0.556
H -2.867 -1.104 -4.380
H -3.795 -1.737 -1.881
S 1.214 1.902 1.833
H 2.256 -0.631 -1.498
*
```

Löwdin atomic charge list, values in e, 8 entries:
1. N 0.156
2. H 0.138
3. C -0.018
4. C -0.132
5. C -0.489
6. N -0.128
7. H 0.115
8. C 0.005

Entry 2:
Computed, not measured: 2 unconnected molecules or ions with the total composition C4H8O3 at a distorted geometry, with wB97M-V/def2-TZVPD.

Results
**Calculated total energy**: -10419.0682 eV
**Largest force on an atom**: 1.69 eV/Å
**Energy above the lowest of the compared OMol25 structures with the same formula, charge and spin**: 44.6 kcal per mole
**Gap between HOMO and LUMO**: 10.453 eV
**Molar mass**: 104.10 g mol⁻¹

The geometry in ORCA input format:
```
! RIJCOSX wB97M-V def2-TZVPD def2/J DEFGRID3
* xyz 0 1
C 1.295 -1.659 1.324
H 1.604 1.280 0.723
H -1.389 2.483 -2.263
H -0.886 0.171 -0.724
C 0.066 -0.020 -0.240
H 0.818 -0.188 -1.009
O 1.362 -2.549 2.123
H -0.698 -1.221 1.380
H -2.650 1.651 -2.450
O -1.707 1.560 -2.245
O -0.237 1.969 1.036
C 0.026 -1.336 0.559
H 2.196 -1.038 1.130
H -0.321 -2.255 0.078
C 0.521 1.152 0.578
*
```

Löwdin atomic charge list, values in e, 8 entries:
1. C -0.277
2. H 0.117
3. H 0.058
4. H 0.088
5. C -0.166
6. H 0.117
7. O 0.057
8. H 0.129

Q: Which value of molar mass does entry 1 give?
A: 494.36 g mol⁻¹